{"formula": "C17H32N7O3", "method": "ωB97M-V with the def2-TZVPD basis set", "species": ["C", "C", "N", "C", "N", "N", "C", "C", "C", "C", "N", "C", "H", "H", "H", "H", "H", "H", "H", "H", "H", "H", "H", "C", "O", "N", "C", "C", "H", "H", "H", "H", "H", "H", "H", "C", "O", "N", "C", "C", "H", "H", "H", "H", "H", "H", "H", "C", "O", "N", "C", "C", "H", "H", "H", "H", "H", "H", "H"], "coordinates": [[0.4000, -3.7765, -1.3602], [1.1888, -4.2436, -0.3179], [0.7197, -4.6719, 0.9669], [1.4132, -4.0728, 2.0250], [1.8069, -2.7889, 2.0289], [1.7025, -4.8419, 3.0541], [-0.7319, -4.5752, 1.1425], [-1.4884, -5.7416, 1.1847], [-2.8451, -5.5298, 1.3884], [-3.3325, -4.2408, 1.4911], [-2.6388, -3.0994, 1.4544], [-1.3405, -3.3543, 1.2960], [0.1248, -2.7166, -1.3397], [0.0879, -4.3814, -2.2082], [2.2722, -4.3224, -0.4623], [1.3555, -2.2079, 1.3201], [1.7836, -2.3646, 2.9492], [2.0378, -4.4857, 3.9361], [1.6462, -5.8445, 2.9600], [-1.0411, -6.7231, 1.0971], [-3.5236, -6.3691, 1.4648], [-4.4076, -4.1272, 1.6185], [-0.6932, -2.4780, 1.2858], [-0.8904, -0.5944, -0.4424], [0.3370, -0.5687, -0.3537], [-1.6647, 0.3970, -0.8742], [-3.1115, 0.2689, -0.9390], [-1.0479, 1.6489, -1.2970], [-1.4660, -1.4845, -0.1530], [-3.4433, 0.4071, -1.9685], [-3.5729, 1.0300, -0.3088], [-3.4229, -0.7153, -0.5932], [-0.3596, 1.4486, -2.1182], [-0.4844, 2.0772, -0.4687], [-1.8091, 2.3526, -1.6218], [-0.8752, 4.5545, -3.7778], [-1.7480, 4.1142, -4.5011], [0.4347, 4.6056, -4.0833], [1.4197, 5.1444, -3.1642], [0.8700, 4.1043, -5.3764], [-1.1014, 4.9597, -2.7760], [1.9281, 5.9927, -3.6265], [2.1562, 4.3750, -2.9226], [0.9415, 5.4767, -2.2448], [0.3730, 4.6600, -6.1720], [0.5991, 3.0520, -5.4729], [1.9471, 4.2139, -5.4734], [0.5007, 3.3446, 1.9031], [0.4274, 4.4048, 1.3180], [1.5044, 2.9779, 2.7242], [1.5230, 1.6934, 3.3880], [2.6012, 3.9080, 2.9459], [-0.2819, 2.5705, 1.8043], [1.5398, 1.8378, 4.4707], [2.4151, 1.1373, 3.0873], [0.6380, 1.1171, 3.1209], [2.2155, 4.8356, 3.3688], [3.0839, 4.1385, 1.9958], [3.3272, 3.4711, 3.6270]], "forces_ev_per_angstrom": [[-0.3, 0.4, 0.9], [0.5, -0.8, -1.7], [0.6, 3.0, -0.3], [-0.1, -0.2, 1.0], [-1.2, -0.3, -0.2], [-0.1, -0.3, 0.1], [0.0, -1.1, 0.4], [-0.2, 0.7, 0.3], [0.5, -0.6, -0.2], [-1.6, 0.5, 0.2], [0.7, -1.6, -0.1], [0.8, 1.5, 0.1], [-1.9, -0.7, 0.9], [1.8, 0.5, -0.9], [-0.2, -1.8, 0.0], [0.3, 0.2, -0.2], [0.6, 0.2, -0.1], [0.2, 0.1, -0.1], [-0.3, 0.0, 0.0], [0.0, 0.0, -0.1], [0.0, 0.1, -0.1], [0.1, 0.1, 0.0], [-0.1, -0.1, 0.0], [-0.4, 0.0, 0.0], [0.2, -0.2, 0.3], [0.1, 0.0, 0.0], [0.1, 0.1, -0.1], [0.2, -0.1, 0.0], [-0.1, 0.2, -0.2], [-0.1, 0.0, 0.0], [-0.1, 0.0, 0.0], [0.1, 0.0, 0.0], [0.0, 0.1, 0.0], [0.0, 0.1, -0.1], [-0.1, -0.1, 0.0], [-0.1, 0.1, 0.2], [0.1, -0.1, -0.1], [0.1, 0.0, 0.1], [0.0, -0.1, -0.3], [-0.2, 0.0, 0.0], [0.1, 0.0, 0.0], [0.1, 0.0, 0.1], [0.1, 0.1, 0.1], [0.0, 0.0, 0.0], [0.0, -0.1, -0.1], [0.0, 0.0, -0.1], [0.0, 0.0, 0.1], [-0.2, 0.0, -0.1], [0.1, 0.0, 0.0], [0.0, -0.1, 0.0], [0.2, 0.2, 0.0], [-0.2, 0.1, -0.1], [0.0, -0.1, 0.1], [0.0, -0.1, 0.0], [0.0, -0.1, 0.1], [0.0, 0.1, 0.0], [0.1, 0.0, 0.0], [0.1, 0.1, 0.1], [0.0, -0.1, 0.0]], "mulliken_charge": [-0.799, -0.161, 0.233, 0.419, -0.382, -0.292, 0.214, -0.553, -0.476, -0.374, -0.548, -0.209, 0.347, 0.296, 0.420, 0.217, 0.278, 0.225, 0.277, 0.488, 0.412, 0.384, 0.633, 0.275, -0.743, 0.143, -0.915, -0.953, 0.218, 0.341, 0.346, 0.300, 0.322, 0.185, 0.438, 0.039, -0.615, 0.119, -0.936, -0.954, 0.376, 0.359, 0.324, 0.316, 0.297, 0.290, 0.389, 0.092, -0.624, 0.099, -0.936, -0.962, 0.353, 0.389, 0.336, 0.249, 0.304, 0.307, 0.385], "spin_multiplicity": 1, "e_homo_ev": -10.7, "total_charge": 1, "energy_ha": -1275.61955}